Below is a molecular structure, C27H46Br12O11 at a distorted geometry, with properties calculated with wB97M-V/def2-TZVPD.

Results
Electronic energy ... -891776.0517 eV
Energy relative to the best compared isomer or geometry (same formula, charge and spin) ... 0.0 kcal/mol
HOMO level ... -9.2 eV
Molar mass ... 1505.50 g mol⁻¹
Strongest force on any atom ... 1.74 eV/Å
Orbital gap ... 8.59 eV
LUMO ... -0.023 Ha

Each line ends with the Löwdin charge.
Cartesian coordinates (Å):
1 C 32.40 3.04 -38.30  0.0008
2 C 31.23 2.06 -38.12  -0.3009
3 C 30.44 2.20 -36.84  -0.0776
4 O 29.10 1.91 -37.27  0.0485
5 C 28.99 2.13 -38.59  -0.5747
6 O 28.00 2.08 -39.25  0.1629
7 O 30.22 2.36 -39.11  0.0627
8 H 33.28 2.66 -37.78  0.0578
9 H 32.08 3.98 -37.87  0.0886
10 H 32.67 3.07 -39.36  0.0891
11 H 31.50 1.02 -38.37  0.1582
12 H 30.47 3.22 -36.46  0.1355
13 H 30.68 1.43 -36.11  0.1181
14 C 29.52 0.59 -30.28  -0.0757
15 C 30.49 -0.04 -31.27  -0.3095
16 C 29.90 -0.86 -32.38  -0.0640
17 O 30.76 -0.49 -33.49  0.0655
18 C 31.37 0.68 -33.22  -0.5676
19 O 31.95 1.32 -34.04  0.1218
20 O 31.10 1.06 -31.96  0.0808
21 H 30.08 1.06 -29.47  -0.0098
22 H 28.97 -0.20 -29.77  0.0227
23 H 28.87 1.37 -30.69  0.0488
24 H 31.25 -0.62 -30.74  0.1168
25 H 28.91 -0.56 -32.74  0.1237
26 H 29.93 -1.92 -32.18  0.0872
27 C 27.61 -5.29 -35.02  -0.0066
28 C 28.64 -5.24 -33.94  -0.4627
29 O 29.77 -5.62 -34.08  0.0370
30 C 28.27 -4.60 -32.62  -0.0034
31 H 28.13 -5.12 -35.97  0.0924
32 H 26.79 -4.58 -34.96  0.0745
33 H 27.13 -6.27 -35.03  0.0967
34 H 27.27 -4.87 -32.31  0.0886
35 H 28.34 -3.51 -32.75  0.0635
36 H 29.08 -4.86 -31.95  0.0522
37 C 36.39 3.15 -34.20  -0.0220
38 C 35.52 2.70 -35.36  -0.4995
39 O 35.33 3.41 -36.32  0.0674
40 C 34.94 1.32 -35.27  -0.0225
41 H 36.01 4.13 -33.92  0.0863
42 H 37.46 3.18 -34.43  0.0851
43 H 36.38 2.44 -33.37  0.0725
44 H 34.39 1.19 -34.34  0.0654
45 H 35.72 0.56 -35.30  0.0925
46 H 34.27 1.20 -36.12  0.0712
47 C 31.46 -5.62 -30.78  -0.0011
48 C 31.42 -4.35 -31.60  -0.4987
49 O 30.96 -3.32 -31.14  0.0010
50 C 31.88 -4.40 -33.01  -0.0188
51 H 30.51 -6.14 -30.95  0.0867
52 H 31.68 -5.44 -29.74  0.0804
53 H 32.25 -6.26 -31.18  0.0858
54 H 31.64 -3.45 -33.48  0.0875
55 H 31.43 -5.20 -33.61  0.0577
56 H 32.97 -4.49 -32.97  0.0996
57 C 29.95 5.34 -31.11  -0.0342
58 C 29.02 4.39 -31.79  -0.4914
59 O 28.02 3.98 -31.24  0.0124
60 C 29.31 4.06 -33.24  -0.0029
61 H 30.57 5.87 -31.84  0.0777
62 H 30.66 4.81 -30.47  0.0586
63 H 29.31 6.08 -30.63  0.0939
64 H 30.16 3.38 -33.30  0.0802
65 H 29.52 5.00 -33.76  0.0901
66 H 28.46 3.65 -33.77  0.0578
67 C 25.32 3.49 -33.71  -0.0266
68 C 25.28 2.04 -34.14  -0.5254
69 O 24.25 1.42 -34.12  0.0401
70 C 26.66 1.42 -34.47  -0.0488
71 H 25.67 4.13 -34.52  0.0859
72 H 25.98 3.59 -32.84  0.0572
73 H 24.31 3.85 -33.52  0.0825
74 H 26.47 0.42 -34.84  0.0453
75 H 27.22 1.46 -33.54  0.0407
76 H 27.09 2.02 -35.27  0.0729
77 C 32.29 -1.54 -27.27  -1.5154
78 Br 32.41 -1.44 -25.31  0.5420
79 Br 32.58 0.21 -28.09  0.6010
80 Br 30.55 -2.26 -27.82  0.5469
81 H 33.05 -2.25 -27.53  -0.0300
82 C 28.36 4.21 -26.76  -1.6106
83 Br 29.46 3.40 -28.11  0.6340
84 Br 26.74 4.93 -27.54  0.5696
85 Br 29.39 5.47 -25.65  0.5543
86 H 28.05 3.45 -26.06  -0.1030
87 C 25.10 -1.04 -31.25  -1.5505
88 Br 23.17 -1.01 -30.99  0.5910
89 Br 25.90 0.73 -30.95  0.6213
90 Br 25.66 -1.72 -32.96  0.6417
91 H 25.54 -1.67 -30.50  -0.0659
92 C 27.16 -0.13 -26.28  -1.5176
93 Br 26.01 1.44 -26.56  0.5786
94 Br 28.93 0.43 -25.73  0.5810
95 Br 27.15 -1.31 -27.82  0.5765
96 H 26.67 -0.65 -25.47  -0.0293

***

Below is a molecular structure, C4H4IN at a distorted geometry, with properties calculated with wB97M-V/def2-TZVPD.

Results
Electronic energy ... -13794.4030 eV
Energy relative to the best compared isomer or geometry (same formula, charge and spin) ... 199.5 kcal/mol
HOMO level (alpha / beta) ... -7.7 / -7.7 eV
Molar mass ... 192.99 g mol⁻¹
Strongest force on any atom ... 2.05 eV/Å
Orbital gap (alpha / beta) ... 6.43 / 6.44 eV
LUMO (alpha / beta) ... -0.046 / -0.046 Ha

Each line ends with the Löwdin charge.
Cartesian coordinates (Å):
1 C 1.05 -2.97 0.90  -0.5942
2 C 0.15 -3.00 0.06  0.0555
3 C 0.75 -0.45 0.42  -0.3979
4 C 0.31 0.99 0.31  -0.2690
5 N 2.02 -2.76 1.73  -0.4140
6 I 2.25 -0.71 1.82  1.3980
7 H -0.84 -3.01 -0.26  0.0061
8 H -0.59 0.90 0.94  0.0846
9 H 1.13 1.64 0.66  0.0400
10 H 0.05 1.15 -0.77  0.0910

***

Below is a molecular structure, C52H50OP2RuSSeSi2 at a distorted geometry, with properties calculated with wB97M-V/def2-TZVPD.

Results
Electronic energy ... -169866.5747 eV
HOMO level (alpha / beta) ... -12.6 / -12.6 eV
Charge ... +2
Molar mass ... 1021.19 g mol⁻¹
Strongest force on any atom ... 1.40 eV/Å
Orbital gap (alpha / beta) ... 5.52 / 5.57 eV
LUMO (alpha / beta) ... -0.260 / -0.258 Ha

Each line ends with the Löwdin charge.
Cartesian coordinates (Å):
1 Ru 0.08 0.97 0.52  0.2458
2 C 1.05 4.55 0.79  -0.2274
3 Si 0.13 3.27 -0.20  0.4869
4 C -1.64 3.77 -0.49  -0.2928
5 C -1.99 5.10 -0.75  -0.0783
6 C -3.28 5.44 -1.11  -0.0461
7 C -4.25 4.45 -1.25  -0.0450
8 C -3.93 3.13 -0.99  -0.0609
9 C -2.64 2.79 -0.59  -0.3554
10 P -2.17 1.06 -0.25  1.0301
11 C -2.48 0.28 -1.87  -0.3327
12 C -1.85 0.88 -2.97  -0.0877
13 C -2.05 0.37 -4.24  -0.0623
14 C -2.87 -0.74 -4.43  -0.0579
15 C -3.48 -1.34 -3.33  -0.0531
16 C -3.28 -0.84 -2.05  -0.1033
17 C -3.35 0.37 0.94  -0.3294
18 C -4.70 0.22 0.65  -0.0872
19 C -5.57 -0.30 1.60  -0.0451
20 C -5.09 -0.69 2.85  -0.0456
21 C -3.75 -0.55 3.15  -0.0654
22 C -2.88 -0.02 2.20  -0.1202
23 C 1.01 3.06 -1.85  -0.2919
24 C 0.89 4.01 -2.87  -0.0667
25 C 1.65 3.90 -4.03  -0.0406
26 C 2.55 2.85 -4.19  -0.0452
27 C 2.69 1.90 -3.19  -0.0744
28 C 1.90 2.00 -2.04  -0.3809
29 P 2.07 0.79 -0.71  1.0041
30 C 3.85 0.72 -0.39  -0.3301
31 C 4.48 1.92 -0.06  -0.0729
32 C 5.85 1.96 0.08  -0.0487
33 C 6.60 0.80 -0.10  -0.0441
34 C 5.97 -0.40 -0.40  -0.0462
35 C 4.59 -0.44 -0.55  -0.0635
36 C 1.55 -0.83 -1.28  -0.3578
37 C 1.60 -1.84 -0.15  -0.3322
38 C 1.31 -4.03 -1.67  -0.1274
39 C 0.55 -3.43 -2.77  -0.0071
40 C 0.48 -2.15 -3.17  -0.0696
41 C 1.03 -0.98 -2.53  -0.0581
42 H 1.23 5.44 0.19  0.0448
43 H 2.01 4.16 1.12  0.0124
44 H 0.48 4.84 1.68  0.0339
45 H -1.24 5.88 -0.66  0.1088
46 H -3.53 6.48 -1.31  0.1179
47 H -5.25 4.72 -1.55  0.1179
48 H -4.69 2.38 -1.10  0.0988
49 H -1.23 1.75 -2.83  0.0975
50 H -1.59 0.85 -5.09  0.1177
51 H -3.04 -1.13 -5.42  0.1176
52 H -4.13 -2.20 -3.48  0.1158
53 H -3.76 -1.32 -1.21  0.0963
54 H -5.10 0.49 -0.32  0.0991
55 H -6.62 -0.40 1.37  0.1187
56 H -5.77 -1.10 3.58  0.1181
57 H -3.37 -0.86 4.11  0.1130
58 H -1.83 0.10 2.45  0.0358
59 H 0.21 4.84 -2.76  0.1084
60 H 1.55 4.65 -4.81  0.1183
61 H 3.16 2.78 -5.08  0.1180
62 H 3.40 1.09 -3.30  0.1222
63 H 3.90 2.83 0.07  0.1061
64 H 6.35 2.89 0.32  0.1178
65 H 7.68 0.83 0.00  0.1189
66 H 6.55 -1.30 -0.54  0.1170
67 H 4.11 -1.38 -0.79  0.0935
68 H 2.40 -1.53 0.54  0.1089
69 H 1.09 -5.07 -1.49  0.1613
70 H 0.01 -4.15 -3.37  0.1317
71 H -0.07 -1.94 -4.08  0.1066
72 H 1.02 -0.09 -3.14  0.0989
73 C 0.65 -0.49 5.24  -0.2012
74 Si 0.35 1.31 5.04  0.3581
75 C -1.37 1.92 5.25  -0.1971
76 C 1.69 2.42 5.63  -0.2091
77 Se 0.61 1.71 2.62  0.5912
78 H 0.37 -0.82 6.25  0.0529
79 H 1.71 -0.72 5.08  0.0512
80 H 0.07 -1.06 4.51  0.0052
81 H -1.64 1.94 6.31  0.0560
82 H -2.08 1.28 4.72  0.0145
83 H -1.46 2.94 4.86  0.0461
84 H 1.71 2.42 6.72  0.0571
85 H 1.52 3.45 5.29  0.0439
86 H 2.66 2.09 5.26  0.0458
87 O 0.70 -1.57 2.40  -0.5066
88 S 0.21 -1.40 1.01  0.8539
89 C -1.03 -2.66 0.80  -0.3500
90 C -1.39 -3.39 1.93  -0.0649
91 C -2.35 -4.37 1.82  -0.0413
92 C -2.96 -4.62 0.59  -0.0429
93 C -2.61 -3.87 -0.53  -0.0524
94 C -1.64 -2.88 -0.42  -0.0937
95 C 1.84 -3.31 -0.44  -0.2841
96 C 2.79 -3.69 -1.59  -0.1239
97 C 3.80 -4.73 -1.34  -0.0338
98 C 3.74 -5.50 -0.25  -0.0598
99 C 2.80 -5.21 0.81  -0.0437
100 C 1.98 -4.15 0.77  -0.0159
101 H -0.90 -3.18 2.88  0.1122
102 H -2.63 -4.96 2.68  0.1181
103 H -3.70 -5.40 0.50  0.1170
104 H -3.09 -4.05 -1.48  0.1149
105 H -1.35 -2.30 -1.28  0.0842
106 H 3.06 -2.90 -2.29  0.1437
107 H 4.61 -4.83 -2.05  0.1179
108 H 4.48 -6.28 -0.10  0.1132
109 H 2.84 -5.81 1.72  0.1154
110 H 1.43 -3.86 1.65  0.1027

***

Below is a single CH4N2S molecule at a distorted geometry, with properties calculated with wB97M-V/def2-TZVPD.

Results
Electronic energy ... -14915.4363 eV
Energy relative to the best compared isomer or geometry (same formula, charge and spin) ... 50.0 kcal/mol
HOMO level ... -8.2 eV
Molar mass ... 76.12 g mol⁻¹
Strongest force on any atom ... 5.75 eV/Å
Orbital gap ... 9.21 eV
SMILES ... N/N=C/S
LUMO ... 0.037 Ha

Each line ends with the Löwdin charge.
Cartesian coordinates (Å):
1 N -0.25 -1.04 0.82  -0.0049
2 N 0.32 -0.38 -0.15  -0.1618
3 C -0.18 0.73 -0.64  -0.6103
4 S 0.48 1.55 -2.06  0.6615
5 H -0.65 -0.41 1.44  0.0581
6 H 0.44 -1.58 1.29  0.0785
7 H -0.96 1.36 -0.21  0.0553
8 H 1.48 0.60 -2.48  -0.0764

***

Question: strongest force on any atom of number 3 (C52H50OP2RuSSeSi2)?
Answer: 1.40 eV/Å